i) Here is the ion C5H11N2 with charge +1 from the OMol25 dataset. Energies are from wB97M-V/def2-TZVPD.

Summary:
HOMO, eV: -14.33
Net charge: +1
2S+1: 1
E_LUMO, eV: -3.64

Last column: Mulliken charge in e.
Cartesian coordinates (Å):
C: 0.63 0.03 -1.37  -0.37
C: -2.16 -0.69 0.40  -1.47
C: 0.55 0.63 0.62  -0.59
C: 2.72 -0.53 -0.02  -0.82
C: -1.70 0.42 -0.53  -0.44
N: 1.41 -0.02 -0.31  0.29
N: -0.34 0.86 -0.60  0.28
H: -2.20 -0.57 1.49  0.38
H: -3.14 -0.98 0.23  0.46
H: 0.34 -0.13 1.43  0.34
H: 1.10 1.45 0.98  0.35
H: 2.77 -1.02 0.95  0.33
H: 3.10 -1.42 -0.68  0.32
H: 3.54 0.20 0.05  0.34
H: -2.42 1.17 -0.32  0.34
H: -2.07 0.33 -1.62  0.42
H: -1.71 -1.57 0.13  0.45
H: -0.43 1.85 -0.83  0.39


ii) Here is a cluster of 2 separate species, C5H11N2 in total from the OMol25 dataset. Energies are from wB97M-V/def2-TZVPD.

Summary:
HOMO, eV: -13.88
Net charge: +1
2S+1: 1
E_LUMO, eV: -3.79

Last column: Mulliken charge in e.
Cartesian coordinates (Å):
C: -4.27 0.62 0.25  -0.64
C: -1.93 -0.13 -0.24  0.40
C: -0.67 -0.85 -0.40  -0.74
C: 3.92 -0.10 0.27  -1.02
C: 2.48 -0.12 0.05  0.12
N: -3.00 0.24 0.05  0.08
N: 1.64 0.76 -0.37  -0.52
H: -4.56 1.63 0.11  0.33
H: -4.94 -0.01 -0.31  0.32
H: -0.74 -1.34 -1.41  0.27
H: -0.16 -1.43 0.37  0.40
H: 0.14 -0.05 -0.43  0.22
H: 4.05 0.95 0.72  0.31
H: 4.30 -0.84 0.97  0.30
H: 4.37 -0.48 -0.64  0.28
H: 2.04 -1.07 0.08  0.32
H: -4.79 0.51 1.22  0.33
H: 2.13 1.71 -0.28  0.22


Short version: i) is the least stable of them.


i) Here is a cluster of 2 separate species, C4H13N2O in total from the OMol25 dataset. Energies are from wB97M-V/def2-TZVPD.

Summary:
HOMO, eV: -13.87
Net charge: +1
2S+1: 1
E_LUMO, eV: -3.03

Last column: Mulliken charge in e.
Cartesian coordinates (Å):
C: 2.47 -1.42 -1.45  -1.13
C: 1.20 -0.56 -1.23  0.62
O: 0.38 -0.75 -0.34  -0.61
N: 0.93 0.25 -2.29  -0.35
H: 2.55 -1.64 -2.51  0.38
H: 2.39 -2.26 -0.77  0.32
H: 0.01 0.63 -2.44  0.19
H: 1.61 0.53 -2.96  0.20
H: 3.28 -0.77 -1.11  0.33
C: -1.71 0.96 0.94  -0.18
C: -0.60 1.32 1.97  -1.12
N: -1.88 -0.56 1.06  -0.26
H: -2.58 1.53 1.26  0.38
H: -1.43 1.19 -0.08  0.18
H: 0.33 0.95 1.53  0.30
H: -0.78 0.81 2.92  0.36
H: -2.43 -0.78 1.90  0.34
H: -2.26 -0.97 0.22  0.33
H: -0.93 -0.86 1.30  0.36
H: -0.53 2.40 2.08  0.36


ii) Here is a cluster of 2 separate species, C4H13N2O in total from the OMol25 dataset. Energies are from wB97M-V/def2-TZVPD.

Summary:
HOMO, eV: -12.33
Net charge: +1
2S+1: 1
E_LUMO, eV: -3.27

Last column: Mulliken charge in e.
Cartesian coordinates (Å):
C: -2.10 -0.28 0.32  -0.94
C: -0.27 1.95 2.84  -0.86
C: 1.04 -1.74 -2.46  -0.81
C: -0.84 0.41 0.75  0.70
N: -1.32 1.54 1.91  -0.37
N: 1.68 -0.90 -1.41  -0.24
O: 0.31 0.16 0.54  -0.67
H: -2.05 -1.30 0.64  0.31
H: -2.07 -0.14 -0.75  0.30
H: -2.98 0.13 0.84  0.32
H: 0.58 1.30 2.93  0.27
H: -0.08 2.96 2.60  0.33
H: -0.67 2.11 3.84  0.32
H: 0.41 -2.58 -2.00  0.32
H: 0.41 -1.21 -3.21  0.32
H: 1.81 -2.03 -3.18  0.39
H: -1.83 2.31 1.44  0.26
H: 2.39 -1.44 -0.95  0.42
H: 2.34 -0.34 -1.91  0.35
H: 1.13 -0.60 -0.51  0.31


iii) Here is a structure of composition C4H13N2O from the OMol25 dataset. Energies are from wB97M-V/def2-TZVPD.

Summary:
HOMO, eV: -13.16
Net charge: +1
2S+1: 1
E_LUMO, eV: -8.75

Last column: Mulliken charge in e.
Cartesian coordinates (Å):
C: 0.25 -0.16 -1.01  -0.25
C: 0.01 -0.05 0.55  -0.51
C: -1.18 0.75 0.88  -0.02
C: -1.06 1.82 1.69  -0.70
N: -3.65 -0.97 -0.52  -0.56
N: -0.85 -0.81 -1.50  -0.21
H: 0.08 0.96 -1.21  0.30
H: 1.37 -0.37 -1.05  0.35
H: -0.20 -1.06 1.01  0.34
H: 0.94 0.15 1.13  0.47
H: -0.01 2.07 1.96  0.23
H: -1.89 2.39 2.15  0.31
H: -2.75 -1.05 -0.92  0.26
H: -4.08 -1.79 -0.23  0.20
H: -2.22 0.53 0.53  0.26
H: -0.55 -1.56 -2.17  0.29
H: -4.23 -0.24 -0.94  0.24
H: 6.99 0.77 -0.22  0.37
H: 6.57 -1.10 -0.30  0.32
O: 6.46 -0.28 0.18  -0.69


iv) Here is the ion C4H13N2O with charge +1 from the OMol25 dataset. Energies are from wB97M-V/def2-TZVPD.

Summary:
HOMO, eV: -13.41
SMILES: NCC[C@H]([NH3+])CO
Net charge: +1
2S+1: 1
E_LUMO, eV: -2.98

Last column: Mulliken charge in e.
Cartesian coordinates (Å):
N: 1.87 0.16 -1.38  -0.56
C: 0.52 0.14 -1.93  -0.48
C: -0.74 0.31 -0.89  -0.91
C: -0.22 0.17 0.46  -0.07
N: 0.55 -1.11 0.62  -0.18
C: -1.53 0.24 1.59  -0.63
O: -0.82 -0.14 2.76  -0.51
H: 2.51 -0.25 -2.00  0.22
H: 2.24 1.16 -1.10  0.23
H: 0.40 -0.85 -2.50  0.38
H: 0.35 1.11 -2.55  0.25
H: -1.48 -0.40 -1.16  0.41
H: -1.25 1.30 -0.98  0.41
H: 0.49 1.07 0.79  0.23
H: 1.53 -1.01 0.23  0.40
H: 0.00 -1.85 0.14  0.36
H: 0.56 -1.37 1.63  0.38
H: -2.23 -0.51 1.26  0.34
H: -1.92 1.26 1.69  0.41
H: -0.82 0.59 3.32  0.31


Short version: iii) is the least stable of them.


i) Here is a cluster of 2 separate species, C4H13N2O in total from the OMol25 dataset. Energies are from wB97M-V/def2-TZVPD.

Summary:
HOMO, eV: -14.56
Net charge: +1
2S+1: 1
E_LUMO, eV: -3.48

Last column: Mulliken charge in e.
Cartesian coordinates (Å):
C: 0.16 -0.15 2.77  -1.28
C: -0.29 -0.85 1.52  -0.30
C: -1.23 0.10 0.67  -0.78
N: -0.50 0.48 -0.56  -0.14
C: -0.90 0.14 -1.76  0.04
N: -0.28 0.64 -2.81  -0.32
H: 0.64 0.83 2.79  0.36
H: -0.66 -0.09 3.49  0.36
H: 0.93 -0.77 3.25  0.36
H: 0.49 -1.13 0.80  0.30
H: -0.72 -1.84 1.53  0.36
H: -2.17 -0.37 0.38  0.38
H: -1.46 0.96 1.29  0.39
H: 0.13 1.26 -0.45  0.38
H: -1.62 -0.65 -1.85  0.35
H: -0.39 0.18 -3.71  0.28
H: 0.68 0.96 -2.75  0.26
H: 2.99 -0.20 -1.94  0.32
H: 2.08 0.66 -1.07  0.31
O: 2.10 -0.14 -1.59  -0.64


ii) Here is the ion C4H13N2O with charge +1 from the OMol25 dataset. Energies are from wB97M-V/def2-TZVPD.

Summary:
HOMO, eV: -13.89
SMILES: C[NH2+]C[C@](C)(N)O
Net charge: +1
2S+1: 1
E_LUMO, eV: -3.31

Last column: Mulliken charge in e.
Cartesian coordinates (Å):
C: 0.51 2.77 -0.07  -1.09
N: 0.68 1.36 -0.27  -0.25
C: -0.33 0.51 0.41  -0.96
C: -0.09 -1.14 -0.07  0.94
C: -1.39 -1.73 0.49  -1.62
N: 1.12 -1.79 0.35  -0.63
O: -0.12 -1.07 -1.50  -0.57
H: 0.19 3.09 0.88  0.43
H: 1.36 3.30 -0.14  0.46
H: -0.20 3.26 -0.74  0.37
H: 0.64 1.19 -1.34  0.41
H: 1.76 1.24 0.03  0.45
H: -0.19 0.54 1.54  0.44
H: -1.37 0.86 0.09  0.41
H: -2.17 -1.23 0.01  0.47
H: -1.37 -1.62 1.55  0.44
H: -1.52 -2.89 0.33  0.35
H: 0.87 -2.65 0.88  0.32
H: 1.40 -2.09 -0.59  0.30
H: 0.23 -1.89 -1.84  0.32


iii) Here is a cluster of 2 separate species, C4H13N2O in total from the OMol25 dataset. Energies are from wB97M-V/def2-TZVPD.

Summary:
HOMO, eV: -13.07
Net charge: +1
2S+1: 1
E_LUMO, eV: -3.36

Last column: Mulliken charge in e.
Cartesian coordinates (Å):
C: -1.64 1.04 0.29  -0.89
C: -1.33 -0.23 -0.56  -0.68
C: 0.12 -0.26 -0.89  -0.34
C: 0.77 0.28 -1.94  0.02
N: 2.03 0.85 -1.96  -0.56
N: 0.98 -0.83 0.11  -0.16
H: -2.63 0.80 0.80  0.30
H: -0.86 1.20 1.09  0.27
H: -1.95 1.96 -0.17  0.35
H: -1.92 -0.42 -1.46  0.42
H: -1.33 -1.02 0.07  0.32
H: 0.14 0.19 -2.93  0.28
H: 2.00 1.39 -2.77  0.31
H: 2.84 0.28 -2.11  0.25
H: 1.25 -1.77 -0.28  0.39
H: 0.51 -1.06 1.01  0.32
H: 1.78 -0.26 0.31  0.37
H: 0.29 -0.39 4.22  0.33
H: -0.98 -0.80 3.64  0.31
O: -0.07 -0.95 3.54  -0.62


Short version: iii) is the least stable of them.


i) Here is an isolated molecule of C5H4ClFO from the OMol25 dataset. Energies are from wB97M-V/def2-TZVPD.

Summary:
HOMO, eV: -9.28
SMILES: F[C@@H](Cl)c1ccoc1
2S+1: 1
E_LUMO, eV: 0.90

Last column: Mulliken charge in e.
Cartesian coordinates (Å):
F: -0.27 -2.23 1.11  -0.26
C: -0.19 -0.89 1.41  0.18
Cl: 1.25 -0.54 2.42  -0.17
C: -0.29 -0.13 0.15  0.34
C: -0.13 1.29 -0.09  -0.60
C: 0.23 1.35 -1.40  -0.25
O: 0.21 0.12 -1.99  -0.33
C: -0.10 -0.74 -1.04  -0.33
H: -1.03 -0.69 2.10  0.24
H: -0.08 2.08 0.63  0.37
H: 0.50 2.20 -2.04  0.39
H: -0.09 -1.82 -1.25  0.42


ii) Here is an isolated molecule of C5H4ClFO from the OMol25 dataset. Energies are from wB97M-V/def2-TZVPD.

Summary:
HOMO, eV: -9.63
SMILES: C#C[C@]1(O)[C@H](F)[C@@H]1Cl
2S+1: 1
E_LUMO, eV: 0.73

Last column: Mulliken charge in e.
Cartesian coordinates (Å):
C: -0.94 2.23 0.64  0.18
C: -0.63 1.14 0.21  -0.79
C: -0.37 -0.23 -0.19  0.56
O: -1.30 -0.88 -1.04  -0.54
C: 0.42 -1.12 0.71  -0.10
F: 0.75 -0.74 1.97  -0.27
C: 1.12 -0.58 -0.49  -0.32
Cl: 2.35 0.68 -0.38  -0.17
H: -1.24 3.19 0.97  0.42
H: -1.56 -0.26 -1.74  0.35
H: 0.14 -2.18 0.69  0.32
H: 1.27 -1.23 -1.34  0.36


Short version: ii) is the least stable of them.


i) Here is an isolated molecule of C4H3N3 from the OMol25 dataset. Energies are from wB97M-V/def2-TZVPD.

Summary:
HOMO, eV: -8.51
2S+1: 1
E_LUMO, eV: -0.09

Last column: Mulliken charge in e.
Cartesian coordinates (Å):
C: -0.54 -1.72 -2.78  0.21
C: -1.16 -0.92 0.14  -0.12
C: -0.04 -0.82 -1.92  0.41
C: 0.65 0.51 -0.15  -0.22
N: -1.04 -2.57 -3.38  -0.44
N: -0.41 -0.07 0.61  -0.34
N: 0.73 0.04 -1.50  -0.43
H: -1.97 -1.48 0.53  0.35
H: 0.51 1.60 -0.18  0.29
H: 1.60 0.31 0.35  0.29


ii) Here is a structure of composition C4H3N3 from the OMol25 dataset. Energies are from wB97M-V/def2-TZVPD.

Summary:
HOMO, eV: -10.02
2S+1: 1
E_LUMO, eV: -0.44

Last column: Mulliken charge in e.
Cartesian coordinates (Å):
C: 1.94 -0.10 -0.17  -0.31
C: 1.54 -0.39 1.01  -0.51
C: 0.20 -0.16 0.56  0.62
C: -0.18 0.97 -0.27  -0.46
N: -1.43 0.66 -0.82  -0.17
N: -1.78 -0.49 -0.46  -0.40
N: -0.83 -1.01 0.38  0.15
H: 1.04 0.70 -0.93  0.40
H: 0.03 2.00 0.00  0.43
H: -0.92 -1.97 0.70  0.24


Short version: ii) is the least stable of them.


i) Here is an isolated molecule of C4H3N3 from the OMol25 dataset. Energies are from wB97M-V/def2-TZVPD.

Summary:
HOMO, eV: -9.53
SMILES: N#Cc1ncc[nH]1
2S+1: 1
E_LUMO, eV: 0.60

Last column: Mulliken charge in e.
Cartesian coordinates (Å):
N: -2.06 0.36 2.63  -0.41
C: -1.26 0.30 1.79  0.27
C: -0.32 0.19 0.72  0.28
N: 0.92 0.62 0.73  -0.54
C: 1.42 0.27 -0.49  -0.28
C: 0.47 -0.36 -1.25  -0.26
N: -0.64 -0.42 -0.46  -0.05
H: 2.45 0.48 -0.76  0.41
H: 0.50 -0.77 -2.25  0.39
H: -1.53 -0.83 -0.70  0.20


ii) Here is an isolated molecule of C4H3N3 from the OMol25 dataset. Energies are from wB97M-V/def2-TZVPD.

Summary:
HOMO, eV: -8.63
2S+1: 1
E_LUMO, eV: -0.19

Last column: Mulliken charge in e.
Cartesian coordinates (Å):
N: 3.15 -0.59 0.36  -0.38
C: 2.01 -0.44 0.22  0.23
C: 0.59 -0.27 0.09  0.14
N: -0.46 -1.15 0.21  -0.05
C: -1.70 -0.57 -0.03  -0.57
C: -1.35 0.73 -0.32  -0.28
N: 0.01 0.89 -0.28  -0.04
H: -0.74 -1.86 0.86  0.36
H: -2.01 1.55 -0.54  0.38
H: 0.51 1.72 -0.57  0.22


iii) Here is an isolated molecule of C4H3N3 from the OMol25 dataset. Energies are from wB97M-V/def2-TZVPD.

Summary:
HOMO, eV: -9.68
SMILES: N#C/C=C\NC#N
2S+1: 1
E_LUMO, eV: 0.18

Last column: Mulliken charge in e.
Cartesian coordinates (Å):
N: 3.14 1.68 0.41  -0.36
C: 2.16 1.28 -0.05  0.14
C: 0.89 0.82 -0.57  -0.37
C: 0.05 -0.02 0.01  0.00
N: 0.08 -0.47 1.30  -0.27
C: 1.04 -0.29 2.23  0.33
N: 1.89 -0.13 3.01  -0.37
H: 0.61 1.28 -1.61  0.23
H: -0.76 -0.24 -0.58  0.39
H: -0.42 -1.35 1.47  0.27


iv) Here is an isolated molecule of C4H3N3 from the OMol25 dataset. Energies are from wB97M-V/def2-TZVPD.

Summary:
HOMO, eV: -9.24
SMILES: C#C/N=C(/N)C#N
2S+1: 1
E_LUMO, eV: 0.04

Last column: Mulliken charge in e.
Cartesian coordinates (Å):
C: -2.42 -1.02 0.02  -0.28
C: -1.20 -0.85 0.04  -0.12
N: 0.04 -0.92 0.56  -0.55
C: 0.79 0.02 0.07  0.60
N: 1.94 0.49 0.59  -0.39
C: -0.19 0.93 -0.83  0.22
N: -0.47 1.74 -1.61  -0.40
H: -3.37 -1.46 -0.17  0.40
H: 2.42 -0.12 1.25  0.26
H: 2.45 1.20 0.08  0.26


Short version: iv) is the least stable of them.